C39H37F9OP2Tc as an isolated structure in a non-equilibrium geometry, computed with ωB97M-V with the def2-TZVPD basis set.

Summary:
Gap between HOMO and LUMO (alpha / beta): 6.834 / 3.129 eV
Multiplicity: 4
DFT total energy: -88305.22017 eV
Net charge: +2
Maximum force: 7.2 eV/Å
HOMO energy (alpha / beta): -13.99 / -13.61 eV

The geometry in XYZ format:
```
89
Properties=species:S:1:pos:R:3:forces:R:3
Tc -1.189 -1.768 0.840 -0.62 -5.97 3.90
C 3.595 3.730 -1.282 0.42 -0.62 0.03
C 2.602 4.138 -0.497 -0.08 0.25 0.36
C 1.534 5.133 -0.866 -0.04 -0.14 0.43
C 1.254 5.308 -2.381 -1.09 0.21 -0.56
C 0.840 4.062 -3.116 -1.86 3.00 2.13
C 1.631 3.145 -3.693 3.13 -2.24 -2.00
C 3.130 3.193 -3.770 -0.32 0.41 1.06
C 3.856 4.080 -2.725 0.44 -0.20 -0.40
C -2.595 -3.112 -0.037 -1.39 0.18 -1.45
H 4.375 3.078 -0.856 -0.56 0.26 -0.04
H 2.601 3.839 0.566 0.07 0.11 -0.63
H 1.809 6.126 -0.466 -0.15 -0.36 -0.16
H 0.591 4.859 -0.367 0.22 0.10 -0.20
H 0.396 5.998 -2.449 0.30 -0.22 0.01
H 2.101 5.824 -2.845 -0.22 -0.31 -0.01
H -0.248 3.953 -3.213 0.36 -0.18 -0.01
H 1.173 2.335 -4.279 0.03 0.32 0.31
H 3.427 3.553 -4.771 -0.30 -0.31 -0.12
H 3.531 2.170 -3.687 -0.24 0.06 -0.25
H 4.933 3.913 -2.890 -0.39 0.19 -0.09
H 3.671 5.135 -2.956 0.34 -0.28 0.15
H -2.058 -4.067 -0.150 0.31 0.45 0.27
H -3.144 -2.950 -0.976 0.17 0.06 0.35
H -3.347 -3.236 0.758 0.26 0.30 -0.04
P -0.028 0.056 1.482 1.39 2.42 -0.06
P -1.584 -0.665 -1.080 -0.43 1.71 -2.51
C -0.125 1.299 0.173 -0.42 0.19 -1.00
C -0.870 1.011 -0.919 0.69 0.54 0.77
C -0.516 0.863 3.039 -0.39 0.13 0.17
C -0.290 2.235 3.207 -0.16 -0.09 0.20
C -0.665 2.866 4.396 0.07 -0.06 -0.13
C -1.259 2.136 5.429 0.19 -0.12 -0.23
C -1.476 0.764 5.268 -0.02 0.15 0.00
C -1.131 0.133 4.073 0.11 0.02 -0.25
C 1.772 -0.324 1.668 -0.03 -0.16 -0.09
C 2.391 -1.139 0.701 -0.05 0.05 0.40
C 3.714 -1.546 0.881 -0.10 0.04 -0.24
C 4.446 -1.107 1.985 -0.17 0.16 -0.08
C 3.844 -0.268 2.924 0.04 0.14 0.05
C 2.511 0.119 2.777 -0.18 -0.28 -0.03
C -3.268 -0.339 -1.738 -0.27 0.00 0.27
C -4.259 0.037 -0.811 0.03 -0.15 -0.38
C -5.566 0.271 -1.245 0.18 0.03 0.04
C -5.896 0.133 -2.597 0.29 0.08 0.04
C -4.908 -0.226 -3.520 0.04 0.07 0.04
C -3.595 -0.464 -3.099 0.02 -0.01 0.25
C -0.684 -1.365 -2.516 0.17 -0.03 0.12
C -0.618 -2.759 -2.675 0.09 0.34 -0.07
C 0.046 -3.296 -3.779 0.05 0.03 -0.05
C 0.674 -2.456 -4.705 -0.18 0.15 0.09
C 0.612 -1.068 -4.541 -0.11 0.03 0.18
C -0.070 -0.519 -3.453 0.11 -0.43 0.02
H 0.453 2.224 0.285 -0.40 -0.18 -0.14
H -1.062 1.743 -1.713 0.20 -0.18 0.27
H 0.161 2.805 2.397 -0.05 0.02 0.29
H -0.482 3.933 4.510 -0.08 -0.24 0.01
H -1.544 2.637 6.358 0.11 -0.21 -0.34
H -1.921 0.191 6.083 0.09 0.12 -0.33
H -1.339 -0.929 3.932 0.06 0.33 0.14
H 1.818 -1.485 -0.163 0.16 0.02 0.15
H 4.172 -2.220 0.154 -0.12 0.25 0.21
H 5.490 -1.403 2.101 -0.36 0.02 0.02
H 4.417 0.086 3.786 -0.25 -0.15 -0.32
H 2.029 0.728 3.542 0.18 -0.14 -0.18
H -3.999 0.127 0.249 -0.16 0.00 -0.28
H -6.324 0.571 -0.522 0.18 -0.12 -0.21
H -6.917 0.332 -2.934 0.39 -0.13 0.13
H -5.158 -0.309 -4.581 0.09 -0.03 0.40
H -2.827 -0.757 -3.822 -0.35 0.09 0.23
H -1.086 -3.406 -1.928 0.22 0.16 -0.47
H 0.070 -4.378 -3.922 0.05 0.33 0.07
H 1.200 -2.879 -5.563 -0.18 0.11 0.30
H 1.087 -0.398 -5.261 -0.10 -0.31 0.13
H -0.112 0.562 -3.313 -0.02 -0.32 -0.14
F -2.762 -4.623 3.803 0.89 -0.32 -0.44
C -1.648 -5.112 3.220 -0.73 -0.92 0.26
F -1.186 -6.145 3.970 -0.46 1.13 -0.72
F -2.017 -5.600 2.008 0.32 0.29 0.74
C -0.578 -3.983 3.026 -0.68 -0.15 0.46
O -1.219 -2.901 2.453 0.84 0.19 -0.45
C -0.060 -3.545 4.431 0.65 0.38 0.87
F 0.747 -4.477 4.984 -0.74 0.83 -0.48
F 0.651 -2.387 4.311 -0.41 -0.88 0.03
F -1.082 -3.280 5.281 0.86 -0.34 -0.79
C 0.572 -4.529 2.135 0.94 -0.37 -0.36
F 1.000 -5.763 2.482 -0.54 1.32 -0.41
F 0.148 -4.565 0.836 0.43 -0.04 0.83
F 1.638 -3.687 2.167 -0.77 -0.60 -0.03
```
Positions in Å, forces in eV/Å.

Here are the Löwdin charges for atoms 1 to 2, given in e:
1 Tc 1.06
2 C -0.08

---

A 2-piece molecular cluster, C12H17N overall in a non-equilibrium geometry, computed with ωB97M-V with the def2-TZVPD basis set.

Summary:
Gap between HOMO and LUMO: 8.771 eV
Multiplicity: 1
DFT total energy: -14209.23400 eV
SMILES: Cc1c[nH]c2ccccc12.CCC
Maximum force: 2.0 eV/Å
HOMO energy: -7.90 eV

The geometry in XYZ format:
```
30
Properties=species:S:1:pos:R:3:forces:R:3
C 0.315 -3.608 0.360 0.05 0.03 -0.58
C -0.005 -2.224 0.806 0.65 -0.33 1.49
C -1.153 -1.712 1.306 -0.32 0.34 -1.30
N -1.055 -0.328 1.417 -0.78 -0.75 0.81
C 0.284 0.012 1.340 0.08 -0.68 1.25
C 0.960 1.124 1.835 -0.04 0.39 -0.36
C 2.330 1.047 1.978 -0.04 -0.66 0.00
C 3.060 -0.104 1.601 -0.85 1.01 0.48
C 2.374 -1.156 1.040 0.11 -1.09 0.19
C 0.975 -1.182 1.045 0.12 1.06 -1.45
H 0.906 -4.206 1.054 0.06 0.17 0.14
H 0.888 -3.503 -0.568 0.09 -0.26 0.07
H -0.570 -4.183 0.093 -0.15 0.05 0.14
H -2.089 -2.189 1.553 -0.09 -0.05 -0.35
H -1.771 0.068 2.003 0.46 0.80 -0.04
H 0.433 2.027 2.119 -0.08 -0.05 0.11
H 2.850 1.825 2.502 0.14 0.43 -0.02
H 4.088 -0.099 1.935 0.23 -0.42 -0.63
H 2.860 -2.074 0.741 0.35 -0.01 0.07
C -0.458 2.245 -3.023 -1.31 0.53 1.48
C -1.721 1.434 -2.559 1.62 -0.10 -0.76
C -2.186 1.782 -1.157 -0.22 0.11 0.37
H -0.862 3.123 -3.515 0.53 0.08 -0.81
H 0.001 2.678 -2.131 0.33 -0.29 -0.01
H 0.288 1.662 -3.549 -0.16 0.15 -0.43
H -1.397 0.391 -2.597 -0.37 -0.10 0.17
H -2.462 1.568 -3.341 -0.40 -0.14 0.18
H -2.508 0.881 -0.648 -0.08 -0.14 0.20
H -3.011 2.492 -1.065 0.03 0.06 -0.41
H -1.365 2.208 -0.575 0.03 -0.15 0.01
```
Positions in Å, forces in eV/Å.

Here are the Löwdin charges for atoms 1 to 2, given in e:
1 C -0.05
2 C -0.23

---

A 2-piece molecular cluster, C2H3NO2S overall in a non-equilibrium geometry, computed with ωB97M-V with the def2-TZVPD basis set.

Summary:
Gap between HOMO and LUMO: 7.915 eV
Multiplicity: 1
DFT total energy: -18538.14818 eV
Maximum force: 4.0 eV/Å
HOMO energy: -9.09 eV

The geometry in XYZ format:
```
9
Properties=species:S:1:pos:R:3:forces:R:3
C -0.465 0.336 1.478 -0.75 -2.01 0.65
C 0.728 -1.445 -1.786 1.63 -0.50 0.33
N -0.455 0.352 0.137 0.35 -2.74 -2.51
O -0.465 -0.724 2.097 0.43 -0.13 -0.43
O -0.534 1.495 -0.644 0.86 0.20 -1.20
S 2.148 -1.892 -1.397 -1.35 0.32 -0.49
H -0.632 1.189 2.110 0.22 1.52 -0.65
H -0.367 -0.555 -0.571 -0.57 2.54 3.09
H 0.042 1.245 -1.425 -0.82 0.80 1.21
```
Positions in Å, forces in eV/Å.

Here are the Löwdin charges for atoms 1 to 2, given in e:
1 C -0.36
2 C -0.52

---

A 2-piece molecular cluster, C3H7NO2 overall in a non-equilibrium geometry, computed with ωB97M-V with the def2-TZVPD basis set.

Summary:
Gap between HOMO and LUMO: 8.303 eV
Multiplicity: 1
DFT total energy: -8805.35829 eV
Maximum force: 3.5 eV/Å
HOMO energy: -7.56 eV

The geometry in XYZ format:
```
13
Properties=species:S:1:pos:R:3:forces:R:3
C 1.009 0.317 -0.038 -1.54 -3.10 -0.62
N 0.653 0.947 -1.215 0.43 -0.04 0.88
O 2.311 0.442 0.291 0.17 0.53 -0.18
O 0.103 0.440 0.995 -0.35 0.59 0.54
H 2.400 0.582 1.242 -0.24 -0.18 -0.02
H 1.389 1.459 -1.684 -0.68 -0.26 -0.41
H -0.294 0.729 -1.514 0.85 0.59 -0.47
C -0.705 -0.734 0.788 -2.41 2.08 0.70
C -1.867 -0.629 0.055 1.05 -0.27 0.75
H -1.984 0.073 -0.755 -0.07 0.19 0.05
H -0.753 -1.251 1.744 0.38 -0.74 -0.51
H 0.411 -1.048 -0.119 2.34 0.83 -0.64
H -2.673 -1.327 0.211 0.08 -0.26 -0.07
```
Positions in Å, forces in eV/Å.

Here are the Löwdin charges for atoms 1 to 2, given in e:
1 C -0.59
2 N 0.15

---

An isolated ion of composition C3H8NO3 and charge +1 in a non-equilibrium geometry, computed with ωB97M-V with the def2-TZVPD basis set.

Summary:
Gap between HOMO and LUMO (alpha / beta): 8.011 / 8.276 eV
Multiplicity: 3
DFT total energy: -10861.34135 eV
Net charge: +1
Maximum force: 8.6 eV/Å
HOMO energy (alpha / beta): -11.47 / -15.82 eV

The geometry in XYZ format:
```
15
Properties=species:S:1:pos:R:3:forces:R:3
C -1.640 -0.834 0.523 8.14 0.81 2.60
C 0.321 -0.273 -1.001 -0.08 0.57 -0.27
C -0.681 0.255 0.026 -3.80 1.63 -2.89
N 0.074 0.931 1.099 0.36 0.34 0.22
O -2.784 -0.850 0.210 -7.06 -0.29 -1.94
O 1.305 -0.932 -0.239 0.05 -0.13 0.15
O -1.586 1.419 -0.663 2.95 -2.71 1.91
H -1.154 -1.598 1.149 -0.35 -0.21 -0.14
H 0.739 0.577 -1.559 -0.02 -0.05 0.04
H -0.185 -0.936 -1.708 -0.07 0.14 0.17
H -0.498 1.128 1.931 0.09 -0.16 -0.23
H 0.877 0.305 1.314 -0.19 0.34 0.11
H 0.433 1.827 0.728 -0.07 -0.27 0.15
H 1.834 -1.509 -0.801 0.06 -0.01 0.10
H -2.469 1.045 -0.783 0.00 -0.01 0.02
```
Positions in Å, forces in eV/Å.

Here are the Löwdin charges for atoms 1 to 2, given in e:
1 C -0.23
2 C -0.17

---

C5H11NO as an isolated structure in a non-equilibrium geometry, computed with ωB97M-V with the def2-TZVPD basis set.

Summary:
Gap between HOMO and LUMO: 8.159 eV
Multiplicity: 1
DFT total energy: -8895.79251 eV
Maximum force: 4.4 eV/Å
HOMO energy: -8.19 eV

The geometry in XYZ format:
```
18
Properties=species:S:1:pos:R:3:forces:R:3
C 1.682 -0.518 0.565 -0.64 0.24 -0.80
N 0.326 -1.071 0.920 -0.82 2.75 -3.07
C -0.689 -0.821 -0.251 3.60 -2.59 -0.06
C -0.433 -0.778 -1.646 -0.20 3.09 2.14
C -1.087 0.585 -1.538 -1.02 1.34 -2.09
C -0.531 1.849 -1.671 -0.62 -2.08 -0.71
H 1.665 0.608 0.572 -0.11 -1.17 0.25
H 1.945 -0.823 -0.461 0.12 0.11 0.36
H 2.448 -0.904 1.241 -0.29 0.15 0.10
H 0.393 -2.035 1.055 0.02 -1.91 0.43
H -1.721 -0.913 0.085 0.24 0.64 0.01
H 0.366 -0.636 -2.397 0.55 -1.26 1.33
H -2.147 0.409 -1.664 -0.58 0.95 0.97
H -1.191 2.729 -1.703 0.42 -0.56 -0.08
H 0.492 1.922 -2.089 -0.43 0.21 0.89
H -0.069 -0.275 2.410 -0.76 0.35 0.95
H -1.091 0.661 3.244 0.91 -0.76 -0.12
O -0.358 0.010 3.330 -0.40 0.51 -0.48
```
Positions in Å, forces in eV/Å.

Here are the Löwdin charges for atoms 1 to 2, given in e:
1 C -0.10
2 N -0.09

---

C20H20IrN4O2S2 as an isolated structure in a non-equilibrium geometry, computed with ωB97M-V with the def2-TZVPD basis set.

Summary:
Gap between HOMO and LUMO (alpha / beta): 7.113 / 5.393 eV
Multiplicity: 5
DFT total energy: -55618.00907 eV
Net charge: +1
Maximum force: 1.8 eV/Å
HOMO energy (alpha / beta): -10.27 / -11.26 eV

The geometry in XYZ format:
```
49
Properties=species:S:1:pos:R:3:forces:R:3
Ir -0.346 -0.767 0.038 0.13 -1.22 1.34
S 1.622 -1.003 4.115 -0.32 0.11 -0.37
C -0.054 -0.796 4.439 0.19 0.00 -0.03
C -0.783 -0.566 3.313 -0.13 0.05 0.09
C 0.002 -0.537 2.131 0.40 -0.25 -0.72
C 1.341 -0.772 2.425 -0.43 0.17 0.49
C 2.379 -0.796 1.419 0.39 0.02 -0.23
C 3.742 -0.712 1.709 -0.18 -0.09 -0.04
C 4.654 -0.673 0.674 -0.10 0.00 -0.03
C 4.193 -0.724 -0.638 -0.06 -0.02 0.00
C 2.832 -0.812 -0.855 0.19 -0.04 -0.18
N 1.947 -0.853 0.140 -0.34 0.06 0.24
H -0.404 -0.860 5.457 -0.03 0.00 0.04
H -1.852 -0.413 3.332 -0.05 -0.03 0.04
H 4.058 -0.674 2.742 0.07 0.04 0.01
H 5.712 -0.592 0.881 0.01 -0.03 0.00
H 4.875 -0.705 -1.475 -0.01 0.02 -0.02
H 2.426 -0.854 -1.858 0.01 0.00 -0.01
C -0.322 -2.274 -3.112 0.16 -0.24 -0.22
O -0.796 -1.129 -2.398 -0.01 0.30 0.41
C -2.159 -0.818 -2.683 -0.35 0.03 0.12
C -3.078 -1.350 -1.593 0.18 -0.07 -0.32
O -2.761 -0.738 -0.347 0.17 0.17 0.02
C -3.518 0.435 -0.058 -0.10 0.09 0.05
H -0.322 -2.067 -4.185 0.02 0.09 0.05
H -0.933 -3.154 -2.916 -0.02 0.01 0.09
H 0.692 -2.478 -2.778 -0.02 0.00 0.03
H -2.447 -1.228 -3.654 0.04 0.02 0.00
H -2.236 0.272 -2.731 -0.02 -0.05 -0.05
H -2.926 -2.424 -1.461 -0.02 0.04 0.02
H -4.123 -1.168 -1.853 0.00 -0.01 0.03
H -4.576 0.178 0.029 0.03 0.01 0.00
H -3.392 1.200 -0.829 0.02 -0.02 0.01
H -3.156 0.816 0.895 -0.01 0.01 -0.03
N 1.255 4.862 3.155 0.05 0.06 0.09
C 0.870 4.376 2.190 0.06 0.11 0.20
C 0.392 3.748 1.001 -0.17 -0.16 -0.41
C -0.140 4.484 -0.058 0.09 -0.19 0.12
C -0.558 3.792 -1.181 0.00 0.00 -0.03
C -0.439 2.413 -1.203 0.00 0.10 -0.12
N 0.029 1.702 -0.175 -0.09 0.06 -0.20
C 0.444 2.361 0.903 0.07 0.08 0.10
H -0.208 5.561 0.004 -0.01 0.02 0.00
H -0.967 4.312 -2.034 0.02 0.01 -0.04
H -0.710 1.856 -2.091 -0.07 -0.05 0.01
H 0.828 1.768 1.723 -0.04 -0.02 0.02
S -0.854 -3.174 0.899 0.11 1.27 0.06
C -0.304 -4.164 -0.303 0.15 -0.50 -0.62
N 0.069 -4.863 -1.147 0.04 0.04 -0.02
```
Positions in Å, forces in eV/Å.

Here are the Löwdin charges for atoms 1 to 2, given in e:
1 Ir 1.32
2 S 1.08

---

An isolated ion of composition C7H7ClN3 and charge +1 in a non-equilibrium geometry, computed with ωB97M-V with the def2-TZVPD basis set.

Summary:
Gap between HOMO and LUMO: 9.081 eV
Multiplicity: 1
DFT total energy: -24358.14835 eV
SMILES: Cl[C@@H]1[NH+]=CNc2cccnc21
Net charge: +1
Maximum force: 3.5 eV/Å
HOMO energy: -13.50 eV

The geometry in XYZ format:
```
18
Properties=species:S:1:pos:R:3:forces:R:3
Cl -2.720 -1.007 -0.663 -0.69 0.14 0.05
C -1.804 -0.266 0.655 2.65 -2.02 0.95
N -1.961 1.174 0.726 1.89 -0.21 -1.21
C -1.142 2.029 0.051 -0.36 0.77 -0.56
N 0.018 1.622 -0.506 -1.97 -1.77 1.53
C 0.484 0.262 -0.303 -0.22 2.02 -0.80
C 1.770 -0.043 -0.791 -1.25 2.63 -0.30
C 2.224 -1.253 -0.480 1.52 -1.45 0.45
C 1.431 -2.089 0.370 1.77 -0.12 -2.10
N 0.192 -1.808 0.648 -0.97 -0.76 1.21
C -0.329 -0.628 0.321 0.22 0.30 0.45
H -1.990 -0.796 1.658 -0.35 1.04 -1.56
H -2.862 1.368 1.117 -0.23 1.35 -0.02
H -1.472 3.131 -0.071 0.68 -2.08 0.32
H 0.657 2.093 -1.116 -0.46 1.37 -0.05
H 2.321 0.763 -1.353 -0.39 -1.19 0.54
H 3.231 -1.514 -0.851 -0.71 -0.32 0.54
H 1.952 -3.038 0.587 -1.11 0.29 0.55
```
Positions in Å, forces in eV/Å.

Here are the Löwdin charges for atoms 1 to 2, given in e:
1 Cl 0.71
2 C -0.60